[1]
ORCA calculation (ωB97M-V/def2-TZVPD) on C3H6N2O in the gas phase in a non-equilibrium geometry.

Relative energy (zero: lowest compared OMol25 entry of this formula, charge and spin)   3.572 eV
Highest occupied orbital energy   -7.440 eV
Kohn-Sham gap   8.1010 eV
Charge   0

Last column: Mulliken charge in e.
Cartesian coordinates (Å):
H: -1.250 0.784 0.874  0.43
C: 0.014 -0.211 1.340  -0.79
C: 1.098 0.328 0.415  -0.31
C: -0.654 -0.097 -1.103  0.32
N: 0.675 0.001 -0.962  -0.11
H: 2.056 -0.141 0.644  0.30
H: -2.014 -0.645 0.400  0.29
H: 1.236 0.148 -1.788  0.22
H: 1.232 1.421 0.477  0.22
O: -1.347 -0.236 -2.082  -0.57
H: 0.135 -1.283 1.491  0.16
N: -1.181 -0.068 0.294  -0.17



[2]
ORCA calculation (ωB97M-V/def2-TZVPD) on C3H6N2O in the gas phase in a non-equilibrium geometry.

Relative energy (zero: lowest compared OMol25 entry of this formula, charge and spin)   3.278 eV
Highest occupied orbital energy   -8.959 eV
Kohn-Sham gap   9.8695 eV
Charge   0

Last column: Mulliken charge in e.
Cartesian coordinates (Å):
N: -0.615 2.035 0.153  -0.72
H: -0.299 0.366 -2.072  0.32
C: -0.476 -0.121 -1.079  -0.32
H: -1.017 2.314 -0.821  0.25
H: -1.469 -0.610 -1.173  0.25
N: 0.006 -0.098 1.210  -0.17
H: 1.643 -0.827 -1.176  0.25
C: 0.673 -1.120 -0.749  -0.46
C: -0.366 0.778 0.085  0.37
O: 0.671 -1.278 0.663  -0.31
H: 0.535 -2.082 -1.183  0.27
H: 0.526 0.279 2.040  0.28



[3]
ORCA calculation (ωB97M-V/def2-TZVPD) on C3H6N2O in the gas phase.

Relative energy (zero: lowest compared OMol25 entry of this formula, charge and spin)   1.919 eV
Highest occupied orbital energy   -9.031 eV
Kohn-Sham gap   9.7256 eV
Charge   0

Last column: Mulliken charge in e.
Cartesian coordinates (Å):
C: -2.274 -0.263 -0.812  0.14
H: 1.505 0.666 1.764  0.27
H: 1.081 1.423 0.217  0.26
N: -0.999 -0.039 -0.312  0.03
H: 2.654 0.667 0.402  0.31
H: 1.767 -1.456 0.199  0.25
H: -2.396 -1.318 -1.105  0.36
H: -0.819 0.919 -0.019  0.20
O: -3.116 0.597 -0.902  -0.53
C: 1.600 0.576 0.675  -0.78
N: 1.097 -0.705 0.178  0.05
C: -0.100 -1.066 -0.284  -0.56



[4]
ORCA calculation (ωB97M-V/def2-TZVPD) on C3H6N2O in the gas phase in a non-equilibrium geometry.

Relative energy (zero: lowest compared OMol25 entry of this formula, charge and spin)   2.810 eV
Highest occupied orbital energy   -9.520 eV
Kohn-Sham gap   10.4691 eV
Charge   0

Last column: Mulliken charge in e.
Cartesian coordinates (Å):
N: -0.154 -0.158 -0.162  0.46
H: -1.566 -1.786 -0.394  0.28
H: 2.658 1.273 0.492  0.28
O: -1.022 1.921 0.459  -0.55
H: -0.080 -2.188 0.468  0.31
H: 0.917 2.096 0.207  0.30
N: 1.208 0.033 0.085  -0.63
C: -0.465 -1.521 -0.283  -0.77
C: -1.072 0.771 0.130  0.23
C: 1.615 1.278 0.322  -0.36
H: 0.020 -1.955 -1.255  0.24
H: -2.059 0.237 -0.070  0.19



[5]
ORCA calculation (ωB97M-V/def2-TZVPD) on C3H6N2O in the gas phase in a non-equilibrium geometry.

Relative energy (zero: lowest compared OMol25 entry of this formula, charge and spin)   6.295 eV
Highest occupied orbital energy (spin up / spin down)   -8.767 / -8.776 eV
Kohn-Sham gap (spin up / spin down)   8.5710 / 8.5774 eV
Charge   0

Last column: Mulliken charge in e.
Cartesian coordinates (Å):
C: 0.691 2.028 0.744  -0.81
O: -0.532 -1.849 1.947  -0.59
H: 1.227 1.847 1.615  0.36
N: -0.529 -1.351 0.800  0.51
H: 0.420 3.033 0.832  0.34
H: -0.463 -1.887 -1.226  0.29
H: 0.158 -3.079 -0.199  0.30
H: -1.600 -2.901 -0.231  0.28
H: 1.463 1.948 -0.009  0.30
N: -0.414 1.217 0.636  -0.28
C: -0.687 -2.363 -0.254  -0.74
C: -0.067 -0.141 0.592  0.03



[6]
ORCA calculation (ωB97M-V/def2-TZVPD) on 2 unconnected molecules or ions with the total composition C3H6N2O in a non-equilibrium geometry.

Relative energy (zero: lowest compared OMol25 entry of this formula, charge and spin)   5.240 eV
Highest occupied orbital energy (spin up / spin down)   -8.434 / -9.343 eV
Kohn-Sham gap (spin up / spin down)   7.0426 / 8.2603 eV
Charge   0

Last column: Mulliken charge in e.
Cartesian coordinates (Å):
H: -1.556 -0.390 0.133  0.30
C: 0.506 -1.049 -0.296  -0.14
C: -0.754 0.854 -1.421  0.02
H: 0.207 -2.088 -0.485  0.29
H: 0.379 0.651 1.281  0.49
H: 0.274 2.166 0.594  0.33
O: -0.271 1.455 0.972  -0.74
N: 0.816 -0.725 1.082  -0.71
H: 0.362 -1.402 1.694  0.21
N: -0.820 1.567 -2.333  -0.37
C: -0.636 -0.118 -0.369  0.03
H: 1.316 -0.779 -0.983  0.28